[1]
The following is a quantum chemistry calculation of a single H2N2S2 molecule at a distorted geometry, from the OMol25 dataset.

Atoms and positions in Å:
S (0.4935, -0.5697, 0.1056)
S (-2.6083, 0.2228, 0.0512)
N (-1.1155, -0.4928, -0.0035)
N (1.4586, 0.6259, 0.1234)
H (-1.3011, -1.4048, 0.2019)
H (1.0716, 1.5183, -0.0830)

Values from the calculation:
2S+1: 1
HOMO-LUMO gap (spin up / spin down): 6.89 / 7.74 eV
energy: -24679.814 eV
ΔE to the lowest compared entry with this formula, charge and spin: 15.0 kJ/mol

[2]
The following is a quantum chemistry calculation of a gas-phase ion, H2N3O2S (charge -1) at a distorted geometry, from the OMol25 dataset.

Atoms and positions in Å:
S (1.1441, -2.6961, 0.0023)
O (0.2339, 0.4386, 0.7090)
O (2.0031, -0.1110, -1.0817)
N (0.8361, -0.8864, -1.0907)
N (-1.2218, -0.8181, -0.5069)
N (-0.0369, -0.4504, -0.1827)
H (1.7445, 0.4728, -0.3663)
H (-1.8603, -0.5550, 0.2155)

Values from the calculation:
structure (SMILES): [H]/N=[N+](\[O-])N(O)[S-]
charge: -1
2S+1: 1
HOMO-LUMO gap: 7.39 eV
energy: -19428.136 eV
ΔE to the lowest compared entry with this formula, charge and spin: 305.5 kJ/mol

[3]
The following is a quantum chemistry calculation of a gas-phase ion, H2N3O2S (charge -1) at a distorted geometry, from the OMol25 dataset.

Atoms and positions in Å:
S (0.2726, -2.1318, -0.5833)
O (0.5628, 0.5649, -1.7515)
O (0.8064, 0.8493, 0.6491)
N (-1.1518, -0.2374, 1.0976)
N (-0.3770, -0.0992, -1.0497)
N (-0.2151, 0.1712, 0.3431)
H (-0.9962, -0.0745, 2.1362)
H (1.0983, 0.9575, -0.8416)

Values from the calculation:
charge: -1
2S+1: 3
HOMO-LUMO gap (spin up / spin down): 6.29 / 6.89 eV
energy: -19426.827 eV
ΔE to the lowest compared entry with this formula, charge and spin: 214.7 kJ/mol

[4]
The following is a quantum chemistry calculation of 2 unconnected molecules or ions with the total composition H2N3O3S at a distorted geometry, from the OMol25 dataset.

Atoms and positions in Å:
S (1.1477, -0.1613, 0.0869)
O (2.0656, -0.6835, 1.0704)
O (1.5591, 0.0254, -1.2720)
O (0.3698, 1.0120, 0.6030)
N (-1.5257, 2.0632, 0.4047)
N (-0.0518, -1.3413, -0.1763)
N (-2.3798, 1.4366, 0.0697)
H (-0.8914, -1.1366, 0.3662)
H (-0.2934, -1.2145, -1.1526)

Values from the calculation:
charge: -1
2S+1: 1
HOMO-LUMO gap: 9.15 eV
energy: -21482.918 eV
ΔE to the lowest compared entry with this formula, charge and spin: 47.1 kJ/mol

[5]
The following is a quantum chemistry calculation of 2 unconnected molecules or ions with the total composition H2N4O at a distorted geometry, from the OMol25 dataset.

Atoms and positions in Å:
O (-0.8783, -1.2198, -0.3837)
N (-0.1941, 0.3170, -1.3086)
N (-0.5439, -1.3962, 1.8558)
N (-0.6729, -1.3587, 0.7500)
N (0.5368, 0.9900, -0.6001)
H (1.4348, 0.8015, -0.2996)
H (0.3176, 1.8662, -0.0138)

Values from the calculation:
2S+1: 1
HOMO-LUMO gap: 9.09 eV
energy: -8034.624 eV
ΔE to the lowest compared entry with this formula, charge and spin: 384.9 kJ/mol

[6]
The following is a quantum chemistry calculation of 2 unconnected molecules or ions with the total composition H2N4O2 at a distorted geometry, from the OMol25 dataset.

Atoms and positions in Å:
O (1.2915, -1.1985, 0.3082)
O (2.5080, -1.3514, -0.2203)
N (1.8161, 1.2483, 0.0185)
N (-0.4260, 1.2218, -0.2069)
N (2.9508, 1.1646, 0.0374)
N (0.6745, 1.0572, 0.3704)
H (-1.2003, 1.0391, 0.4267)
H (0.6469, -1.4987, -0.3631)

Values from the calculation:
2S+1: 1
HOMO-LUMO gap (spin up / spin down): 7.59 / 8.91 eV
energy: -10078.990 eV
ΔE to the lowest compared entry with this formula, charge and spin: 598.9 kJ/mol

What did the fifth record say?
The following is a quantum chemistry calculation of 2 unconnected molecules or ions with the total composition H2N4O at a distorted geometry, from the OMol25 dataset.

Atoms and positions in Å:
O (-0.8783, -1.2198, -0.3837)
N (-0.1941, 0.3170, -1.3086)
N (-0.5439, -1.3962, 1.8558)
N (-0.6729, -1.3587, 0.7500)
N (0.5368, 0.9900, -0.6001)
H (1.4348, 0.8015, -0.2996)
H (0.3176, 1.8662, -0.0138)

Values from the calculation:
2S+1: 1
HOMO-LUMO gap: 9.09 eV
energy: -8034.624 eV
ΔE to the lowest compared entry with this formula, charge and spin: 384.9 kJ/mol